1.
{
  "formula": "C2H4OS2",
  "method": "the ωB97M-V functional and the def2-TZVPD basis",
  "smiles": "O=C(S)CS",
  "multiplicity": 1,
  "e_homo_ev": -9.38,
  "lumo_energy_ev": 0.3,
  "symbols": ["O", "C", "S", "C", "S", "H", "H", "H", "H"],
  "xyz": [[-0.2531, -1.0179, 1.4444], [-0.2909, 0.0029, 0.8223], [-0.4039, 1.6046, 1.6902], [0.2885, 0.0215, -0.6348], [-0.2919, -1.4601, -1.5423], [-0.8208, 2.4080, 0.7220], [1.4224, -0.1012, -0.5621], [-0.0418, 0.9309, -1.1516], [0.3914, -2.3887, -0.7882]],
  "forces_ev_per_angstrom": [[-0.7, 0.4, 0.3], [2.2, 0.1, -0.6], [-0.3, -0.8, 0.4], [0.0, -0.7, 0.7], [0.4, -0.2, 0.3], [0.0, 0.0, -0.6], [-1.6, 0.8, 0.1], [0.4, -0.4, -0.1], [-0.5, 0.7, -0.4]]
}


2.
{
  "formula": "C2H4OS2",
  "method": "the ωB97M-V functional and the def2-TZVPD basis",
  "multiplicity": 1,
  "e_homo_ev": [-9.92, -9.92],
  "lumo_energy_ev": [-1.6, -1.6],
  "symbols": ["C", "C", "O", "S", "S", "H", "H", "H", "H"],
  "xyz": [[-0.3769, -0.1344, 0.5094], [0.1698, 0.2806, -0.6120], [1.6022, -2.6584, -0.2622], [3.2015, -1.0884, 1.4820], [1.6248, -2.0643, 1.0407], [-0.5127, 0.3907, 1.4377], [-0.7334, -1.2225, 0.4919], [0.2759, -0.2599, -1.4754], [0.5846, 1.2008, -0.5390]],
  "forces_ev_per_angstrom": [[-1.3, -3.3, -0.4], [-0.8, 0.0, 2.3], [-0.2, -0.6, -1.0], [-0.8, -0.5, -0.1], [1.4, 0.7, 1.3], [0.2, 0.4, 0.0], [0.0, 1.7, 0.3], [0.2, -1.4, -1.8], [1.2, 3.0, -0.5]]
}


3.
{
  "formula": "C2H4OS2",
  "method": "the ωB97M-V functional and the def2-TZVPD basis",
  "multiplicity": 1,
  "e_homo_ev": -8.08,
  "lumo_energy_ev": -1.1,
  "symbols": ["C", "C", "O", "S", "S", "H", "H", "H", "H"],
  "xyz": [[0.8064, -0.2248, -0.3280], [-1.6673, 0.6058, 0.6151], [0.5696, -1.2463, -1.1750], [1.9823, -0.2693, 0.9089], [1.9980, 1.0424, -0.6828], [-1.8852, 0.8724, -0.3544], [-1.1794, 1.1635, 1.2494], [-2.1237, -0.3843, 1.0548], [1.4992, -1.5594, -1.2880]],
  "forces_ev_per_angstrom": [[-3.5, 1.2, 0.5], [-0.3, -6.8, -1.2], [1.2, -0.3, 0.0], [0.9, -0.6, 1.5], [0.0, 0.8, -0.6], [-0.7, 0.8, -1.7], [2.3, 3.3, 3.2], [0.9, 2.2, -1.1], [-0.8, -0.6, -0.6]]
}


Summary of ΔE to the lowest compared entry with this formula, charge and spin in kJ/mol
26.98, 180.40, 500.90
(order as listed above)